{"formula": "C4H2F2O", "method": "ωB97M-V/def2-TZVPD", "symbols": ["C", "C", "C", "C", "H", "H", "O", "F", "F"], "coordinates": [[0.92537, -0.14488, -0.06998], [0.49896, 1.14294, 0.11457], [-1.26035, -0.16116, -0.05162], [-0.18797, -0.94109, -0.07408], [1.20293, 2.09135, 0.17565], [0.05041, -1.97714, -0.09433], [-0.87987, 1.18267, -0.12594], [2.11697, -0.60976, 0.03197], [-2.46646, -0.58294, 0.09376]], "smiles": "Fc1coc(F)c1", "e_tot_ev": -11660.375, "homo_lumo_gap_ha": 0.3564, "largest_force_ev_per_a": 4.138, "charge": 0, "homo_energy_ha": -0.3228, "de_lowest_kcal_mol": 27.0}